Here is one molecule with the formula C7H12N2S at a distorted geometry from OMol25. Energies are from ωB97M-V/def2-TZVPD.

Geometry as XYZ:
```
22
Properties=species:S:1:pos:R:3:lowdin_charge:R:1
S 2.20462 -0.78290 -0.56437 0.872
N 1.20671 -0.41629 0.69783 -0.383
N 2.25480 0.77729 -1.29857 -0.358
C -1.13913 -0.13967 0.14349 -0.296
C 2.10336 1.69130 -0.06969 -0.189
C -0.23861 -1.08639 0.41198 -0.283
C -2.56712 -0.30280 -0.24139 -0.036
C 0.86803 1.06647 0.80841 -0.246
C -0.57762 1.21461 0.24362 -0.121
C -0.24031 -2.49789 0.24962 -0.093
H 3.05123 1.50196 0.44997 0.092
H -2.98905 0.33668 -0.98890 0.070
H 1.40786 0.92864 -1.87082 0.048
H -0.14142 -2.68453 -0.81621 0.075
H -2.79978 -1.32318 -0.47351 0.072
H 0.73538 -2.78192 0.75839 0.096
H 1.93242 2.69758 -0.49680 0.110
H -3.14591 0.13553 0.59485 0.094
H -1.09689 -3.14447 0.53127 0.097
H -1.24982 1.80691 0.89009 0.121
H 1.02171 1.31120 1.83943 0.118
H -0.60046 1.69185 -0.79868 0.139
```

Calculated values
Net charge = 0
SMILES = CC1=C(C)N2SNC[C@H]2C1
LUMO level = 0.842 eV
Kohn-Sham gap = 8.6 eV
HOMO level = -7.75 eV

***

Here is a 2-piece molecular cluster, C7H12N2S overall at a distorted geometry from OMol25. Energies are from ωB97M-V/def2-TZVPD.

Geometry as XYZ:
```
22
Properties=species:S:1:pos:R:3:lowdin_charge:R:1
S -2.82956 2.38872 0.08699 0.734
N -3.15621 -3.85128 -0.28654 0.105
N -2.64970 -2.80580 0.10819 -0.074
C -2.10707 1.34340 1.34744 -0.406
C 1.92036 -1.21569 -0.49961 -0.100
C -2.14847 1.57360 -1.40508 -0.414
C 1.01933 -1.53546 0.51029 -0.148
C -0.31067 -1.89702 0.27997 -0.003
C -1.38140 -2.55480 0.25106 -0.085
C 3.38179 -0.97981 -0.07736 -0.105
H -1.06705 1.46940 1.27223 0.025
H -2.54382 1.54237 2.23055 -0.007
H -2.47797 0.41010 1.15260 -0.008
H 4.11294 -0.53646 -0.66715 0.034
H -2.36102 0.49065 -1.53284 0.047
H 1.73366 -1.25670 -1.57712 0.105
H 1.28333 -1.78268 1.48073 0.093
H 3.75322 -2.00098 0.03637 0.073
H -4.08768 -3.70396 -0.43118 0.019
H -1.08259 1.72288 -1.44468 0.023
H -2.52409 1.99410 -2.27791 -0.006
H 3.36354 -0.47632 0.94570 0.097
```

Calculated values
Net charge = 0
SMILES = [H]/N=N/C#C/C=C/C.CSC
LUMO level = -0.389 eV
Kohn-Sham gap = 7.8 eV
HOMO level = -8.14 eV

***

Here is an isolated ion of composition C7H12N3 and charge +1 at a distorted geometry from OMol25. Energies are from ωB97M-V/def2-TZVPD.

Geometry as XYZ:
```
22
Properties=species:S:1:pos:R:3:lowdin_charge:R:1
N 1.62939 -0.93143 -0.85007 0.110
N -3.79315 -0.70748 -0.62448 -0.007
N -0.30054 -0.34331 0.03701 0.243
C -1.39099 -0.47836 -0.29524 0.071
C -2.59392 -0.69734 -1.02332 0.052
C 2.19652 1.96674 0.13140 -0.055
C 1.48811 0.83729 0.97595 -0.130
C -4.21247 -0.48850 0.73565 -0.013
C 1.01819 -0.19234 -0.02200 -0.362
C 2.98305 -1.15346 -0.98979 -0.127
H 3.41721 -1.01208 -1.94917 0.085
H -4.74110 0.47743 0.93841 0.130
H 3.16789 -2.20535 -0.71448 0.109
H 3.14424 1.61813 -0.22558 0.057
H -4.46399 -0.99348 -1.35662 0.181
H -4.78622 -1.20791 1.11461 0.053
H 3.79643 -0.64425 -0.39143 0.102
H 2.19594 0.26910 1.61816 0.131
H -3.27742 -0.38564 1.32392 0.107
H 2.16116 2.87142 0.69014 0.062
H 0.74541 1.16275 1.67230 0.101
H 1.61626 2.23807 -0.79538 0.099
```

Calculated values
Net charge = +1
SMILES = CC/C(N=C=C=[NH+]C)=N\C
LUMO level = -5.567 eV
Kohn-Sham gap = 7.9 eV
HOMO level = -13.51 eV

***

- Number 1 is which compound?
  C7H12N2S